[1]
# C36H39CsN4O2SSe2

A molecular structure, C36H39CsN4O2SSe2 (ωB97M-V/def2-TZVPD, the Open Molecules 2025 dataset).

```
85
Properties=species:S:1:pos:R:3:forces:R:3
H -3.884 1.939 4.773 0.04 -0.01 0.01
C 1.913 0.521 6.216 0.00 0.00 0.00
H 4.059 0.351 -0.356 0.00 0.03 0.01
C 6.500 0.217 -4.401 -0.01 0.02 0.01
C 2.370 -1.315 -3.839 -0.03 -0.03 -0.03
H -1.880 4.634 0.472 0.03 -0.02 -0.01
Se -2.337 2.238 -0.052 0.00 0.01 -0.07
H -3.276 4.053 1.358 0.00 -0.01 -0.02
C 0.563 0.431 -5.012 -0.03 -0.01 0.04
C 1.761 0.123 -5.650 0.01 0.00 -0.01
C -1.495 -2.694 -3.441 0.02 0.02 0.02
H -0.653 -2.524 -4.099 -0.01 0.00 0.01
C -2.670 -3.111 -3.959 -0.09 -0.01 0.06
H 3.060 -2.008 -3.374 -0.02 0.00 0.00
H 5.223 -1.375 -1.699 -0.01 0.01 0.01
C -1.387 3.659 2.340 0.08 0.10 -0.13
H -0.135 1.112 -5.477 0.01 0.00 -0.01
C -1.365 -2.242 6.443 -0.09 -0.05 0.00
H -3.962 1.272 1.625 -0.01 0.07 -0.02
C -2.243 3.817 1.097 -0.11 0.12 0.00
H -1.423 4.580 2.927 -0.02 -0.02 0.05
H -2.783 -3.268 -5.023 0.01 0.00 0.00
C -1.327 -2.528 -2.025 0.06 -0.07 -0.10
C -2.535 -2.922 6.739 -0.01 0.03 -0.04
C -3.677 -1.473 5.191 -0.07 0.11 -0.12
C 1.502 0.398 3.885 0.04 -0.05 0.00
H -4.828 2.317 0.453 0.02 0.04 0.00
H -2.629 1.015 -2.877 -0.01 0.00 -0.01
H -2.222 0.397 -4.504 -0.01 0.00 0.00
C 1.183 -1.020 -3.195 -0.02 -0.06 -0.01
C 4.916 1.621 -3.243 0.02 0.00 -0.01
C 0.281 -0.106 -3.761 -0.03 -0.03 -0.07
H 3.616 -0.956 -5.549 0.01 -0.01 0.00
H 0.336 -0.328 7.400 0.01 0.00 0.00
C 5.811 1.413 -4.284 -0.01 0.03 -0.01
H 6.841 -1.714 -3.521 0.00 0.00 -0.01
N 3.780 0.742 -1.242 -0.03 0.00 0.02
C 4.683 0.605 -2.324 0.02 -0.04 0.01
H 3.261 1.299 4.710 0.00 0.00 0.02
S 1.732 1.484 0.245 0.01 -0.11 -0.01
H 4.424 2.578 -3.138 -0.02 -0.01 0.01
C -0.160 -2.128 -1.411 -0.02 0.10 0.02
H 1.126 2.170 -2.296 0.01 0.02 0.01
C 5.390 -0.591 -2.428 0.02 0.00 -0.02
H 1.668 -1.373 -1.228 -0.01 0.02 0.03
O -2.359 -2.629 0.110 -0.40 -1.11 -1.28
Cs -1.672 -1.141 2.035 0.33 1.01 0.88
C 2.574 1.371 -1.191 -0.01 0.13 -0.12
C -3.778 -3.374 -3.083 0.03 0.00 -0.10
C 2.331 0.788 4.920 -0.02 0.06 -0.02
H -0.344 3.497 2.057 -0.02 -0.01 0.01
H -3.361 3.643 4.770 0.01 -0.01 -0.01
H 1.973 0.564 -6.615 0.00 0.01 0.00
H -4.639 -3.030 6.327 -0.01 0.00 0.00
H 7.202 0.069 -5.212 0.01 -0.01 0.00
C 2.677 -0.733 -5.063 0.00 0.02 -0.01
H -4.243 2.968 3.375 0.03 0.00 -0.04
H -4.513 -3.439 -1.081 -0.01 -0.01 -0.02
H 1.796 0.597 2.859 -0.03 -0.01 0.00
H -4.635 -1.209 4.738 0.00 0.01 -0.01
C -0.069 -0.499 5.301 0.01 0.02 0.08
H 2.436 1.561 -3.231 0.02 0.03 0.02
O -0.791 0.214 -3.014 0.00 0.00 0.01
C -3.514 2.756 4.157 -0.13 0.04 0.02
C -4.048 1.571 0.580 -0.01 -0.23 0.00
N 0.944 -1.565 -1.904 0.07 -0.03 -0.02
Se -1.832 2.117 3.444 0.12 -0.08 0.23
H -4.714 -3.702 -3.521 -0.01 0.00 0.01
C -3.705 -2.522 6.106 0.03 -0.03 0.03
H -0.439 -2.540 6.926 0.01 0.01 0.00
C -1.850 0.936 -3.629 0.00 0.00 0.00
C 6.297 -0.781 -3.456 0.00 -0.01 0.00
C 0.708 -0.124 6.405 -0.03 -0.01 0.00
H 5.982 2.209 -4.997 0.01 0.00 0.00
H 2.514 0.822 7.066 0.00 0.00 0.00
N 0.338 -0.231 4.053 0.22 -0.03 0.21
C -2.525 -0.747 4.819 -0.06 -0.13 0.54
C -3.682 -3.236 -1.743 0.10 0.02 0.05
C -1.373 -1.196 5.512 0.11 0.14 -0.03
H -1.533 1.942 -3.913 0.00 0.01 0.00
H -2.535 -3.743 7.446 0.00 0.00 0.00
C -2.444 -2.803 -1.119 -0.06 -0.03 -0.09
N 2.094 1.894 -2.340 0.06 -0.01 0.07
H -0.102 -2.280 -0.339 -0.11 0.05 0.00
H -4.294 0.696 -0.022 -0.02 0.01 -0.02
```
Forces are in eV/Å.

Output
Energy above the lowest of the compared OMol25 structures with the same formula, charge and spin = 3.025 eV
E_tot = -6985.8279 a.u.
Orbital gap = 5.00 eV


[2]
# C36H39N3SSbY

A molecular structure, C36H39N3SSbY (ωB97M-V/def2-TZVPD, the Open Molecules 2025 dataset).

```
81
Properties=species:S:1:pos:R:3:forces:R:3
H -6.629 -1.988 -0.797 0.07 0.06 0.03
C -1.521 -1.002 -2.976 -0.01 0.10 0.01
C 1.474 2.682 2.158 -0.03 0.09 -0.08
C -2.767 1.424 0.825 -0.14 0.09 0.00
C 0.746 2.837 0.851 0.09 0.06 0.01
H 2.108 0.604 4.779 -0.01 0.08 -0.05
C 6.632 -0.430 2.275 -0.11 0.26 -0.12
C -1.423 -0.428 -5.681 -0.02 0.01 0.00
C -2.566 -0.121 -4.957 0.01 -0.03 0.05
H -3.421 0.331 -5.448 0.08 -0.04 0.04
H -4.281 -2.498 -1.308 0.00 0.00 0.00
C -1.755 -4.053 0.522 -0.04 -0.05 -0.03
H -2.241 -2.466 1.919 -0.01 0.01 -0.01
N 0.465 0.472 2.725 0.51 0.21 -0.96
C 0.112 4.049 0.579 -0.07 0.08 -0.02
H 1.330 -1.190 -2.330 0.10 0.14 0.04
C -6.158 -0.172 0.257 0.00 0.04 0.03
C 4.682 0.668 1.116 0.21 -0.04 0.16
C -2.223 -6.176 -0.547 0.02 -0.03 0.01
C -2.064 -4.192 -1.888 0.02 -0.06 0.11
C -1.502 -3.262 1.785 -0.12 -0.07 -0.10
C 1.402 1.568 3.000 -0.14 -0.01 -0.02
Y 1.080 -0.323 0.374 0.55 0.20 0.99
C -3.503 -0.731 -0.340 -0.09 -0.12 -0.04
C -0.297 3.370 -1.701 -0.09 0.06 0.02
H 6.076 -1.352 2.178 -0.12 -0.08 -0.05
N 5.909 0.674 1.618 0.12 -0.60 0.20
H 0.565 -1.242 -5.630 -0.11 0.03 0.05
C 3.048 2.505 4.493 0.06 0.04 0.02
H 0.029 4.798 1.361 0.00 -0.04 -0.09
H -2.623 2.214 0.080 -0.02 -0.06 0.03
H -7.190 0.054 0.499 0.09 -0.01 -0.02
C -1.968 -5.426 0.596 -0.01 -0.04 0.02
H 0.350 1.416 -2.232 -0.03 -0.04 0.02
C -2.271 -5.565 -1.791 0.00 0.05 -0.02
H -1.940 -5.918 1.564 0.00 0.05 -0.11
C -3.807 0.425 0.386 -0.08 0.05 -0.07
H -3.510 -0.172 -3.029 0.01 0.00 0.01
H -1.381 -0.216 -6.744 0.00 -0.02 0.10
H 4.378 3.840 0.213 0.02 -0.03 -0.01
C -5.149 0.681 0.678 0.04 0.00 0.02
H -0.896 5.262 -0.880 0.06 -0.08 0.03
H -2.473 -6.149 -2.682 0.02 0.06 0.09
C -1.811 -3.444 -0.739 0.07 -0.10 -0.11
C 0.818 1.844 -0.151 0.17 0.10 0.03
H -1.800 0.945 0.959 0.19 -0.05 0.04
C -0.354 -1.299 -3.693 0.04 0.02 0.02
C -0.327 -1.009 -5.052 0.09 -0.02 -0.04
H -3.051 1.906 1.765 0.02 -0.07 -0.11
H 0.512 -0.178 3.493 0.02 -0.33 0.24
H -2.386 -7.245 -0.461 0.01 0.10 0.00
H 6.776 -0.208 3.330 -0.04 0.05 -0.01
H 6.424 1.534 1.532 0.07 0.03 0.02
H 3.645 2.423 5.394 -0.06 0.01 -0.08
H 3.335 1.820 0.187 -0.46 0.02 -0.16
C 2.336 3.716 2.552 -0.02 -0.04 -0.04
Sb -1.553 -1.356 -0.900 -0.41 0.02 0.21
H -5.402 1.570 1.249 0.03 -0.09 -0.07
C 5.031 3.036 0.541 -0.06 0.00 -0.02
H -0.667 3.586 -2.698 0.01 -0.01 0.10
H 1.624 -2.188 -3.733 0.02 0.02 -0.02
H 5.862 2.954 -0.165 -0.04 -0.03 0.05
N 4.248 1.807 0.593 0.24 0.10 -0.02
H -2.110 -3.707 -2.860 0.01 -0.04 0.07
C -5.847 -1.315 -0.467 0.00 -0.02 -0.02
H 3.757 4.468 3.973 -0.06 -0.08 -0.04
H 5.410 3.297 1.533 -0.06 0.02 -0.04
H -1.540 -3.899 2.667 -0.02 -0.01 -0.03
H -0.479 0.837 2.724 -0.30 0.12 -0.05
C 0.290 2.143 -1.422 0.07 -0.07 0.17
C -4.521 -1.595 -0.760 0.00 0.13 0.11
H -0.505 -2.806 1.774 0.13 0.06 0.00
C 3.111 3.641 3.698 -0.04 0.03 -0.06
C -2.616 -0.404 -3.595 0.17 -0.10 -0.16
C 2.186 1.482 4.142 0.00 -0.23 0.06
H 7.601 -0.553 1.799 0.00 0.03 -0.03
H 0.600 -2.806 -2.444 -0.02 -0.04 -0.01
H 2.408 4.593 1.917 -0.04 -0.04 0.05
S 3.725 -0.793 1.147 -0.34 0.26 -0.26
C 0.855 -1.911 -3.015 -0.24 -0.03 -0.13
C -0.410 4.312 -0.686 0.03 -0.04 0.06
```
Forces are in eV/Å.

Output
Net charge = +2
E_tot = -2235.7970 a.u.
Orbital gap = 8.09 eV